Record 1
The following is a DFT calculation (wB97M-V/def2-TZVPD) of a gas-phase ion, C10H13N2O (charge +1).

The geometry in XYZ format:
```
26
Properties=species:S:1:pos:R:3:forces:R:3
C -3.281423 -1.348458 -0.208147 0.4 1.5 -0.1
C -3.170403 0.044706 -0.117892 1.2 -1.8 -0.4
C -2.189482 -2.178664 -0.219847 0.9 2.4 1.1
C -1.915554 0.623494 -0.168637 0.3 -1.1 -0.7
C -0.950170 -1.558301 -0.134916 -0.3 0.1 0.0
C -0.806124 -0.173289 -0.240956 0.7 -1.7 -0.2
C 2.604050 -0.988440 -0.298372 -1.0 -0.6 -1.6
C 2.675513 -0.523125 1.155509 -1.1 1.5 0.0
C 1.942969 0.737140 1.479617 1.4 -1.2 -1.2
C 0.704001 1.622259 -1.196025 0.2 -0.3 -1.4
N 1.376961 -0.646143 -0.922579 2.3 -2.1 -2.6
N 0.548652 0.310931 -0.553727 -0.8 1.5 2.8
O 3.411024 -1.686562 -0.844547 -0.5 0.7 0.7
H -4.227157 -1.765198 -0.349571 -1.5 -0.6 0.2
H -4.065402 0.565260 -0.150437 -1.3 1.4 0.0
H -2.361215 -3.178173 -0.015469 0.2 -2.0 -0.3
H -1.666125 1.559101 -0.505224 -0.6 2.9 0.0
H -0.055295 -2.083234 0.009886 0.8 -1.2 0.0
H 2.566887 -1.392974 1.767735 -0.7 -0.5 0.5
H 3.663113 -0.207295 1.207859 2.2 0.1 0.2
H 1.082720 0.742673 2.125802 -0.2 0.3 0.0
H 2.695088 1.599273 1.410199 -2.1 -0.6 -0.2
H 0.433499 2.331322 -0.453614 -1.0 1.0 0.1
H 1.775637 1.841008 -1.313372 -0.3 -0.5 -0.4
H 0.151596 1.647763 -2.205918 0.7 0.3 1.6
H 1.284075 -1.025928 -1.911233 0.2 0.5 1.7
```
Positions in Å, forces in eV/Å.

The value obtained for the LUMO energy (spin up / spin down) is -6.25 / -6.46 eV. Its charge is +1. For the HOMO energy (spin up / spin down), the calculation gives -12.7021 / -12.6600 eV.

These are the Mulliken partial charges, in e, on atoms 1 to 6:
1 C -0.279
2 C -0.723
3 C -0.959
4 C -0.450
5 C -0.053
6 C 0.403


Record 2
The following is a DFT calculation (wB97M-V/def2-TZVPD) of a molecular structure, C4H5N3S.

The geometry in XYZ format:
```
13
Properties=species:S:1:pos:R:3:forces:R:3
C -1.169095 0.094207 0.182551 5.1 0.7 -0.5
C 1.535977 0.636218 1.200268 1.7 2.7 2.4
C 0.920977 0.084727 0.248799 -5.9 -1.1 -2.9
C 1.240559 -0.425183 -1.105132 -1.5 -0.2 0.5
N -1.732298 -0.787797 0.998706 -0.4 -0.4 1.1
N -1.899750 0.697107 -0.696320 -0.4 0.3 -0.7
N -2.973903 -0.822947 0.791459 -2.5 -1.3 0.2
S -3.462304 0.131921 -0.477865 2.2 0.2 0.9
H 2.593388 0.868198 1.055581 0.1 -0.5 0.2
H 1.089294 1.193892 2.021508 -0.1 -0.5 -0.1
H 0.309675 -0.136149 -1.653541 1.5 -0.4 -0.5
H 2.163809 -0.032615 -1.447162 0.7 0.8 -0.7
H 1.383668 -1.501585 -1.118858 -0.4 -0.3 0.1
```
Positions in Å, forces in eV/Å.

The value obtained for the LUMO energy is 0.01 eV. For the HOMO energy, the calculation gives -10.2038 eV.

These are the Mulliken partial charges, in e, on atoms 1 to 6:
1 C 0.339
2 C -0.673
3 C 0.484
4 C -1.024
5 N -0.213
6 N -0.416


Record 3
The following is a DFT calculation (wB97M-V/def2-TZVPD) of 11 unconnected molecules or ions with the total composition C26H62NO12P.

The geometry in XYZ format:
```
102
Properties=species:S:1:pos:R:3:forces:R:3
C 7.268252 -1.100223 0.790384 -6.1 6.2 -5.0
C 6.361868 -0.331939 0.001755 5.9 -4.4 5.7
C 5.278930 0.703812 -0.740555 1.6 -0.9 1.6
O 4.207197 -0.155326 -1.267486 -1.6 3.1 -1.1
C 2.986514 0.650097 -1.591867 -2.1 1.3 4.8
O 2.363526 1.251015 -0.575135 3.9 -3.2 -6.6
N 2.558960 0.647703 -3.042734 -0.1 0.9 3.8
C 1.640554 -0.503859 -3.386938 0.2 -3.0 0.3
C 1.082738 -1.314798 -2.040298 -1.9 -1.0 2.8
C 1.832412 -2.608105 -1.356088 -3.9 2.0 1.7
C 1.114903 -3.235733 0.017738 -1.2 2.5 -1.5
C -0.255180 -2.632336 0.696675 1.4 1.7 -3.3
C -1.007215 -1.359400 -0.011853 3.4 -1.0 -2.0
C -2.383151 -0.624873 0.521148 0.8 -0.6 -1.0
C -0.308152 -0.725426 -1.365305 1.6 -3.0 1.7
P 1.935941 2.225726 -3.590101 -0.6 0.4 -2.5
C 0.140352 2.555269 -3.029954 -1.2 1.4 1.2
C -0.323874 4.142712 -3.277127 0.6 0.7 0.4
C 3.079117 3.682750 -3.124311 0.5 0.9 1.4
C 2.866243 4.262062 -1.600561 -0.4 -1.1 0.6
H 8.083097 -1.496028 1.566322 -2.3 1.1 -2.2
H 5.862996 1.315190 -1.550263 -1.2 -1.4 1.3
H 4.901902 1.449504 0.082546 0.6 -1.6 -1.6
H 2.303337 -1.292027 -3.988802 -1.5 1.7 1.2
H 0.739703 -0.209518 -4.074779 1.8 -0.2 1.5
H 2.844375 -3.050555 -1.798916 -2.5 1.1 1.1
H 1.640276 -4.173959 0.522808 -1.3 2.3 -1.2
H -0.719205 -3.095524 1.693098 1.2 1.0 -2.5
H -3.113842 -0.493809 -0.412821 1.6 -0.3 2.1
H -2.076152 0.447819 0.876408 -0.7 -2.2 -0.4
H -2.918757 -1.274662 1.334553 1.1 1.5 -1.5
H -0.824782 0.210905 -1.865487 1.2 -2.2 1.1
H -0.613100 1.917663 -3.690139 1.8 1.0 1.6
H 0.024380 2.375482 -1.879003 -0.1 0.0 -2.1
H -1.437461 4.332615 -2.892547 2.4 -0.7 -1.2
H -0.181023 4.481130 -4.402465 -0.6 -0.9 2.3
H 0.343011 4.893821 -2.632498 -1.3 -1.8 -1.4
H 4.194551 3.307329 -3.194323 -2.3 0.8 -0.2
H 2.888704 4.552069 -3.917585 0.4 -2.2 1.6
H 3.588452 3.616443 -0.903239 -1.6 1.8 -1.3
H 1.763736 4.007145 -1.223618 2.4 0.6 -0.8
H 3.019366 5.416395 -1.485052 0.0 -2.3 -0.3
C -2.979430 6.916904 -4.814291 -0.1 0.0 -0.2
O -2.785789 5.518959 -4.925791 -0.2 -0.4 -0.4
H -2.480416 7.273721 -3.910328 0.0 -0.2 -0.1
H -2.549607 7.415972 -5.686350 0.0 0.3 0.1
H -4.048485 7.133453 -4.747377 0.0 0.3 0.0
H -3.239326 5.231232 -5.736332 0.3 0.1 0.5
C -4.312806 -3.530052 -0.725241 0.1 0.1 0.0
O -3.111498 -4.079086 -0.215732 0.3 -0.1 0.1
H -5.136879 -4.212575 -0.504901 0.2 0.1 -0.1
H -4.504349 -2.565235 -0.249067 -0.2 0.0 -0.1
H -4.226629 -3.403637 -1.807295 -0.2 0.1 0.0
H -2.398748 -3.452032 -0.426090 -0.1 -0.4 0.2
C -5.401201 -6.718446 0.686365 0.1 0.2 -0.1
O -4.199892 -7.267480 1.195874 0.7 0.0 0.2
H -6.225273 -7.400969 0.906705 0.2 0.0 0.0
H -5.592743 -5.753629 1.162539 -0.2 0.0 -0.1
H -5.315023 -6.592031 -0.395690 -0.3 0.0 0.0
H -3.487142 -6.640426 0.985515 -0.4 -0.2 -0.1
C -4.212981 1.006179 3.059985 0.0 0.1 0.1
O -4.539280 -0.365756 2.935478 -0.2 -0.6 0.4
H -3.898672 1.386497 2.085279 -0.1 -0.1 0.2
H -5.091069 1.561206 3.399411 0.2 0.2 -0.1
H -3.395388 1.123773 3.775501 0.0 0.3 0.0
H -4.814250 -0.675246 3.815289 0.1 0.1 -0.6
C -3.141111 4.903932 1.734941 0.0 0.1 -0.1
O -4.090324 3.854258 1.698101 -0.5 -0.3 -0.4
H -2.515114 4.785868 2.622450 -0.2 0.0 -0.2
H -2.513987 4.860930 0.840978 0.2 0.2 0.1
H -3.660212 5.864388 1.782978 0.3 0.1 0.1
H -4.630894 3.985458 0.900585 0.3 -0.2 0.5
C 5.320913 3.436893 2.551339 0.0 -0.2 0.1
O 6.260982 3.153533 1.531459 0.3 -0.4 -0.2
H 4.888266 4.423790 2.371522 0.1 -0.1 -0.1
H 4.527653 2.685356 2.536082 -0.2 0.1 0.2
H 5.822713 3.432789 3.522127 -0.2 0.1 0.1
H 6.627833 2.272473 1.717504 -0.1 0.4 -0.2
C 0.121705 6.280110 3.635890 0.1 0.2 0.1
O -1.120027 6.907755 3.374462 -0.3 0.5 0.1
H 0.094270 5.260969 3.243357 -0.1 0.2 0.0
H 0.923124 6.836502 3.143490 0.2 -0.2 0.1
H 0.295090 6.248330 4.714397 0.2 -0.2 0.0
H -1.065803 7.809631 3.733822 -0.1 -0.5 -0.2
C -3.243776 -8.635757 4.424475 -0.1 0.1 -0.2
O -2.546325 -7.414846 4.259801 0.2 0.4 -0.3
H -3.091193 -8.997374 5.444002 0.1 0.1 -0.1
H -4.310841 -8.472834 4.253794 0.0 -0.3 0.0
H -2.859335 -9.374437 3.716798 -0.2 -0.2 0.1
H -2.700171 -7.118599 3.346549 0.0 -0.2 0.5
C -4.584057 -7.796709 -3.482189 0.0 -0.2 0.0
O -5.846356 -7.514632 -2.906680 -0.5 -0.2 0.1
H -4.000374 -6.874375 -3.527992 -0.2 -0.1 0.1
H -4.056778 -8.528834 -2.865526 0.2 0.0 -0.1
H -4.722673 -8.188224 -4.493006 0.3 0.0 -0.1
H -6.341404 -8.351072 -2.879188 0.2 0.6 0.0
C 10.805574 -1.012627 3.494760 0.1 0.2 0.1
O 9.563843 -0.384983 3.233332 -0.3 0.4 0.1
H 10.778140 -2.031768 3.102227 -0.1 0.2 0.0
H 11.606994 -0.456235 3.002359 0.2 -0.2 0.1
H 10.978960 -1.044408 4.573267 0.2 -0.2 0.0
H 9.618067 0.516893 3.592692 -0.2 -0.5 -0.3
```
Positions in Å, forces in eV/Å.

The value obtained for the LUMO energy is 0.18 eV. For the HOMO energy, the calculation gives -7.6922 eV.

These are the Mulliken partial charges, in e, on atoms 1 to 6:
1 C -0.356
2 C -0.308
3 C 0.265
4 O -0.218
5 C 0.013
6 O -0.481


Repeat the second record exactly.
The following is a DFT calculation (wB97M-V/def2-TZVPD) of a molecular structure, C4H5N3S.

The geometry in XYZ format:
```
13
Properties=species:S:1:pos:R:3:forces:R:3
C -1.169095 0.094207 0.182551 5.1 0.7 -0.5
C 1.535977 0.636218 1.200268 1.7 2.7 2.4
C 0.920977 0.084727 0.248799 -5.9 -1.1 -2.9
C 1.240559 -0.425183 -1.105132 -1.5 -0.2 0.5
N -1.732298 -0.787797 0.998706 -0.4 -0.4 1.1
N -1.899750 0.697107 -0.696320 -0.4 0.3 -0.7
N -2.973903 -0.822947 0.791459 -2.5 -1.3 0.2
S -3.462304 0.131921 -0.477865 2.2 0.2 0.9
H 2.593388 0.868198 1.055581 0.1 -0.5 0.2
H 1.089294 1.193892 2.021508 -0.1 -0.5 -0.1
H 0.309675 -0.136149 -1.653541 1.5 -0.4 -0.5
H 2.163809 -0.032615 -1.447162 0.7 0.8 -0.7
H 1.383668 -1.501585 -1.118858 -0.4 -0.3 0.1
```
Positions in Å, forces in eV/Å.

The value obtained for the LUMO energy is 0.01 eV. For the HOMO energy, the calculation gives -10.2038 eV.

These are the Mulliken partial charges, in e, on atoms 1 to 6:
1 C 0.339
2 C -0.673
3 C 0.484
4 C -1.024
5 N -0.213
6 N -0.416